No. 1
C2H2N2O2 | ωB97M-V with the def2-TZVPD basis set

Geometry as XYZ:
```
8
Properties=species:S:1:pos:R:3:forces:R:3:nbo_charge:R:1
C -1.05376 -0.15142 0.06343 1.3124 0.4541 -1.2046 0.7163
C 1.01718 -0.77133 0.01655 1.7913 1.4973 -0.8127 0.3942
H 2.01650 -1.25963 0.06791 -1.0965 0.2609 -0.2110 0.2104
H -0.51885 1.96325 -0.16626 0.9730 -2.9381 0.7520 0.4215
N -0.14191 -1.25408 0.02131 -0.4678 -0.3583 0.7754 -0.4999
N -0.21706 0.96348 0.17695 -0.8202 3.3079 -0.8872 -0.3676
O -2.24068 -0.13025 -0.07139 -0.0768 -0.1737 0.4781 -0.5575
O 1.13858 0.63998 -0.10850 -1.6155 -2.0501 1.1102 -0.3174
```
Positions in Å, forces in eV/Å.

Properties
- LUMO energy: 0.0236 Ha
- ΔE to the lowest compared entry with this formula, charge and spin: 2.150 eV
- SMILES: O=c1nco[nH]1
- Frontier orbital gap: 10.8 eV



No. 2
C21H53N7O7P | ωB97M-V with the def2-TZVPD basis set

Geometry as XYZ:
```
89
Properties=species:S:1:pos:R:3:forces:R:3:lowdin_charge:R:1
C -0.93919 -1.34570 1.34376 -0.0163 0.2666 -1.4218 0.0224
C -0.31732 0.10791 1.06995 1.1496 0.7911 2.2767 -0.3904
O 0.04847 0.78696 2.05624 -1.7553 -2.0178 -3.8696 0.0545
O -0.16496 0.55145 -0.28663 -1.0906 -0.5800 1.9237 -0.0668
C -1.04957 1.68217 -0.54702 -1.7042 1.1006 0.7626 -0.1668
C -1.90844 1.54209 -1.88801 0.9434 -0.1847 -0.1742 -0.1449
C -2.66169 0.12633 -2.03380 0.5521 0.6211 0.1531 -0.1587
C -3.62681 -0.21426 -0.77465 0.4888 0.1402 -0.7153 -0.1413
C -5.05098 0.51281 -0.92821 -0.6962 -3.0046 -1.8421 -0.2651
C -6.08686 -0.72871 -1.12405 -2.0251 3.0347 -0.3386 -0.0995
N -6.54093 -1.00639 0.28966 3.2212 0.8812 2.6143 0.0868
C -5.87433 -0.02374 1.16072 -1.7052 -1.1075 -3.9786 -0.2386
N -5.50415 -0.21817 2.42125 -0.5951 -0.4934 -0.6895 0.2500
N -5.71619 1.11954 0.26197 1.7031 -1.0128 3.9709 -0.0721
P -5.04915 2.61428 0.91424 0.9584 4.3385 -1.0395 0.6660
N -4.56298 3.66396 -0.18527 -0.9111 -2.6987 0.8221 -0.1482
O -6.30231 3.38495 1.78717 2.6318 -1.9307 -0.6902 -0.1811
O -3.71270 2.30469 1.94169 -2.9365 -0.8780 -0.6634 -0.1761
H -0.12197 -2.14864 1.44257 -1.1488 1.3611 0.1474 0.0878
H -1.58221 -1.66405 0.44556 0.9501 0.4714 1.3326 0.0717
H -1.58419 -1.28087 2.27787 1.0938 -0.1439 -1.1013 0.0926
H -1.80949 1.70133 0.32149 1.1271 0.2641 -1.2610 0.0924
H -0.50838 2.69608 -0.47814 -0.5841 -1.7318 -0.3378 0.1558
H -1.17737 1.63421 -2.77202 -1.2086 -0.1054 1.1476 0.1207
H -2.62335 2.44256 -1.92782 1.0504 -1.3722 0.1491 0.1093
H -1.83695 -0.66249 -2.17051 -1.3941 1.0012 0.4652 0.1220
H -3.24735 0.14819 -3.02651 0.6529 -0.1387 1.6257 0.1258
H -3.13008 0.02300 0.22216 -0.4726 -0.1229 -1.3443 0.0770
H -3.79436 -1.35533 -0.77877 0.1781 1.7735 0.1485 0.1204
H -5.21090 1.12777 -1.86953 0.6898 -0.3170 1.5070 0.1606
H -7.00711 -0.17122 -1.53885 1.2420 -1.4415 -0.0601 0.1409
H -5.76153 -1.59526 -1.77826 -0.3310 1.0522 1.2730 0.1503
H -6.50032 -1.98349 0.60885 -0.0530 0.6188 -0.1535 0.1460
H -5.02139 0.45812 3.02629 -0.5222 -0.0552 -0.5796 0.1415
H -5.66356 -1.15933 2.82497 0.0299 0.9995 -0.3148 0.1660
H -4.70488 3.24188 -1.11439 0.1646 0.6838 0.2810 -0.0240
H -6.14790 4.35798 1.66962 -0.0318 -1.0005 -0.1147 0.0955
H -3.40940 1.37446 1.86845 0.0464 0.7625 -0.0336 0.0346
C 2.61368 -4.56742 5.70483 0.1817 -0.1224 0.1757 -0.0688
C 1.27107 -5.02964 5.14661 0.1749 0.3964 -0.0910 -0.4279
C 1.23122 -5.08062 3.60613 -0.3528 -0.1882 0.1068 -0.1977
O 1.09310 -3.80658 2.98147 0.2555 -0.2510 -0.0973 -0.2159
C 2.31202 -3.09476 2.82342 -0.2507 0.2502 0.0569 -0.1041
N 0.20893 -4.17035 5.68757 -0.1536 -0.0899 -0.3372 0.0358
H 2.76832 -3.49252 5.59371 -0.0807 -0.0536 -0.0460 0.0660
H 2.67597 -4.78867 6.77398 -0.0736 0.0484 -0.1329 0.0806
H 3.44161 -5.08436 5.21151 -0.0445 0.0450 0.0147 0.0809
H 1.10417 -6.04888 5.51118 -0.0776 0.0361 -0.1210 0.1368
H 0.34108 -5.64726 3.31234 0.0032 0.1208 -0.0124 0.1195
H 2.09186 -5.62281 3.19769 0.1033 0.1209 0.0402 0.1209
H 3.15473 -3.76053 2.61985 -0.0237 -0.0190 0.0648 0.0985
H 2.51105 -2.48743 3.70868 0.2142 -0.0285 -0.0293 0.0787
H 2.19692 -2.41298 1.97677 -0.0223 -0.0800 -0.0052 0.0688
H -0.69202 -4.53723 5.38550 0.0502 -0.0383 0.1714 0.0671
H 0.27598 -3.27092 5.21055 0.0786 -0.0650 0.1847 0.0662
C 3.58063 1.59549 -6.38105 0.2916 -0.0030 0.0238 -0.0714
C 2.57826 2.73128 -6.19874 -0.1563 -0.3888 -0.1432 -0.4298
C 1.56227 2.47743 -5.06703 -0.0800 0.3684 -0.1054 -0.2040
O 0.52061 1.56487 -5.40882 0.2619 0.0047 0.4185 -0.2064
C 0.86968 0.19807 -5.26393 -0.2708 0.0268 -0.2564 -0.1099
N 1.90841 2.98576 -7.48108 -0.2234 0.0774 0.2936 0.0385
H 3.14399 0.72327 -6.87120 -0.0585 0.0866 0.0342 0.0642
H 4.41710 1.92463 -7.00394 -0.1552 -0.0080 0.0365 0.0796
H 3.99063 1.27675 -5.41834 -0.0351 -0.0030 -0.0449 0.0779
H 3.15020 3.62573 -5.92921 -0.1372 0.0043 0.0425 0.1361
H 1.05925 3.42570 -4.84926 -0.0626 -0.0882 -0.0789 0.1194
H 2.05993 2.17119 -4.13892 0.0526 -0.1587 -0.0435 0.1162
H 1.54383 0.03078 -4.41925 0.0747 0.0508 -0.0463 0.0907
H 1.31509 -0.17648 -6.18767 0.1414 -0.1442 0.1310 0.0761
H -0.04950 -0.36700 -5.09023 0.0025 0.0924 0.0074 0.0796
H 1.30769 3.80180 -7.37867 0.1466 0.0140 -0.1113 0.0727
H 1.25178 2.22063 -7.63607 0.1723 0.0599 -0.0742 0.0695
C 5.23377 0.94376 2.70921 0.2177 -0.1883 0.1485 -0.0682
C 3.88667 0.48248 2.16059 0.1380 0.5578 -0.0498 -0.4259
C 3.84017 0.41885 0.61996 -0.3044 -0.0473 0.0785 -0.2011
O 3.70433 1.68582 -0.01505 0.2528 -0.4109 -0.0155 -0.1952
C 4.92358 2.39158 -0.18508 -0.2553 0.2774 -0.0177 -0.1032
N 2.83051 1.34962 2.69812 -0.0327 -0.2928 -0.3217 0.0571
H 5.39203 2.01682 2.58840 -0.0929 -0.0634 -0.0526 0.0657
H 5.29973 0.73115 3.78012 -0.0781 0.0502 -0.1228 0.0783
H 6.05793 0.41938 2.21666 -0.0227 0.0540 0.0146 0.0793
H 3.71729 -0.53376 2.53465 -0.0570 0.0157 -0.1050 0.1132
H 2.94608 -0.14712 0.33441 -0.0345 0.1173 -0.0276 0.1090
H 4.69765 -0.13050 0.21266 0.1205 0.0959 0.0304 0.1194
H 5.76344 1.72105 -0.38633 -0.0122 -0.0280 0.0851 0.0917
H 5.12880 3.00628 0.69373 0.2241 -0.0466 -0.0192 0.0758
H 4.80622 3.06495 -1.03705 -0.0566 -0.1041 0.0249 0.0865
H 1.92579 0.98342 2.40183 0.3131 0.1914 0.2846 0.0196
H 2.89929 2.24424 2.21283 0.0414 -0.0766 0.1622 0.0763
```
Positions in Å, forces in eV/Å.

Properties
- LUMO energy: -0.1560 Ha
- Frontier orbital gap: 6.2 eV
- Net charge: +1



No. 3
C4H13NOS2 | ωB97M-V with the def2-TZVPD basis set

Geometry as XYZ:
```
21
Properties=species:S:1:pos:R:3:forces:R:3:nbo_charge:R:1
N -3.04318 -0.09175 0.59403 0.1936 -0.8622 0.6607 -0.8108
C -1.79358 0.14395 -0.10630 -0.4823 1.3110 1.0536 -0.2613
C -0.92376 -0.96359 -0.57442 -1.1620 -2.9220 -0.3851 -0.6203
S -0.10995 -2.14430 0.45499 0.2990 1.1925 -0.9486 0.0236
S 0.46407 1.63765 -1.39190 0.3670 -1.4174 0.6543 0.1550
C 1.67506 0.89685 -0.31379 1.2595 0.3977 -0.4996 -0.6106
C 3.13811 1.19203 -0.84108 -1.7752 0.4416 -0.3200 -0.6073
H -2.82597 -0.54183 1.47987 -0.0559 0.3227 0.1608 0.3571
H -3.70887 -0.73398 0.17734 0.2296 0.1167 -0.6284 0.3521
H -1.97592 0.72312 -1.00459 -0.3357 0.2559 -0.1155 0.2017
H -1.20391 0.78431 0.55240 -0.1665 0.1185 -0.0401 0.2204
H -1.55202 -1.66424 -1.17847 0.3335 0.5092 -0.3351 0.2609
H -0.28020 -0.53515 -1.39527 0.5974 0.6464 -0.2830 0.2646
H 1.64440 1.12205 0.76073 -0.6390 0.3494 -0.4360 0.2462
H 1.47206 -0.19088 -0.35544 -0.0037 -0.4619 0.1535 0.2494
H 3.04763 2.18893 -1.27856 0.5944 0.1483 0.3770 0.2106
H 3.41808 0.58097 -1.70125 0.1608 -0.3736 0.5093 0.2191
H 3.79400 1.19274 0.02202 0.4494 -0.1689 -0.2791 0.2176
H 1.06468 -0.28247 2.77842 -0.0683 0.1261 0.2083 0.4603
H -0.04180 -0.66785 1.83120 0.1492 0.5579 0.7984 0.4506
O 0.19487 0.02814 2.49996 0.0551 -0.2878 -0.3053 -0.9789
```
Positions in Å, forces in eV/Å.

Properties
- LUMO energy: -0.1422 Ha
- ΔE to the lowest compared entry with this formula, charge and spin: 4.991 eV
- Frontier orbital gap: 4.9 eV



No. 4
C4H5N3O | ωB97M-V with the def2-TZVPD basis set

Geometry as XYZ:
```
13
Properties=species:S:1:pos:R:3:forces:R:3:nbo_charge:R:1
C 1.63158 -0.45858 -0.04338 -0.3898 1.1846 1.6489 -0.2321
C 0.91287 0.98032 -0.02716 1.2808 1.1478 4.0095 -0.2213
C -2.37962 -0.10526 -0.00976 -0.2251 0.0879 1.0103 0.2948
C -0.39051 -0.86139 -0.08482 -3.9811 1.3679 -0.9873 0.6318
H 2.13912 -0.53094 -0.94102 1.1325 -0.2706 -1.9037 0.1902
H 2.25796 -0.74811 0.75421 1.5049 0.9146 0.9344 0.2142
H 1.44941 1.61527 -0.70188 -0.5115 0.3882 -1.0437 0.2061
H 0.95210 1.61132 0.99716 0.2028 -1.6237 -1.7694 0.1787
H -3.38524 -0.25352 0.34118 -0.3283 0.4631 -0.5026 0.2019
N -0.41633 0.55073 -0.23339 -0.7984 -2.4544 -1.1696 -0.3132
N -1.70941 1.00563 0.00638 0.0255 -1.7813 -0.1995 -0.2350
N 0.64304 -1.47478 0.07661 0.9444 -2.0615 -0.3415 -0.4780
O -1.70497 -1.33070 -0.13411 1.1432 2.6374 0.3142 -0.4381
```
Positions in Å, forces in eV/Å.

Properties
- LUMO energy: 0.0360 Ha
- ΔE to the lowest compared entry with this formula, charge and spin: 3.487 eV
- SMILES: C1=NN2CCN=C2O1
- Frontier orbital gap: 9.5 eV



No. 5
C18H19BiF5IN4OS | ωB97M-V with the def2-TZVPD basis set

Geometry as XYZ:
```
50
Properties=species:S:1:pos:R:3:forces:R:3:nbo_charge:R:1
C -2.07751 -0.02870 -3.88270 -0.3469 -0.7753 3.6692 -0.9625
I -0.93711 0.62232 -5.38197 1.1963 1.0032 -3.3699 -0.6817
H -3.05446 -0.67413 -3.92349 2.0028 1.4366 -0.6864 0.2380
H -1.17437 -0.67455 -3.40038 -3.0597 1.5598 -0.2649 0.2714
H -2.27186 0.99521 -3.28597 0.2758 -3.0221 -0.9458 0.2315
C 0.35539 3.91704 0.91668 -2.2678 -0.8954 -1.4230 -0.1093
C -0.91606 4.12541 0.40572 2.2635 -1.5852 0.5093 -0.0784
N -1.32494 2.90607 -0.14328 0.7409 1.1891 0.6092 -0.3894
C -0.37666 1.94323 0.00942 -0.5877 2.4726 0.9044 0.1198
N 0.66328 2.57798 0.63238 -0.8059 1.1278 -0.1167 -0.3913
H 1.01605 4.57148 1.41552 0.5310 0.4739 0.3660 0.2098
H -1.51641 4.98817 0.40119 -0.5584 0.8028 -0.0320 0.2051
C 1.99461 -3.63329 -2.23471 -0.9834 0.5644 0.4536 -0.0962
C 0.42900 -2.22718 -1.36367 0.2784 -2.8014 -0.5205 0.1177
N 1.74883 -2.38415 -1.65615 -0.1196 -0.5569 -0.2463 -0.3879
H 0.54205 -5.23051 -2.65824 -0.0375 -0.1913 -0.1260 0.2081
N -0.14715 -3.40129 -1.75350 0.8563 -0.1560 -0.4073 -0.3811
H 2.96961 -3.93796 -2.52258 0.4671 -0.1970 -0.1985 0.2090
Bi -0.57028 -0.35027 -0.48435 1.9118 0.8538 -0.9029 0.5006
C -2.37993 -0.56424 -1.49341 -1.6443 -0.6011 1.2595 -0.0281
O -3.54839 -0.87173 -1.54939 0.3056 0.2309 -0.5481 -0.6845
C 0.79510 -4.25585 -2.29493 0.3257 0.1528 -0.0256 -0.0934
C -1.54953 -3.75543 -1.66709 -0.5117 -0.1413 -0.1027 -0.4002
H -1.62062 -4.85106 -1.74081 0.0357 0.2950 0.1318 0.1848
H -2.13754 -3.33124 -2.49593 0.2646 0.0650 0.3186 0.2113
H -1.99409 -3.42483 -0.71928 0.2745 0.0359 -0.2546 0.2447
C 2.79551 -1.40764 -1.40789 0.2563 0.2979 0.1537 -0.4134
H 3.73802 -1.82169 -1.79848 -0.3111 0.1602 0.1649 0.1933
H 2.91638 -1.21008 -0.32584 -0.1072 -0.1594 -0.4946 0.2068
H 2.58603 -0.44988 -1.91829 -0.1166 -0.4420 0.1954 0.2356
C 1.93874 2.00592 0.99250 0.2849 -0.3587 0.3348 -0.4048
H 2.74749 2.73015 0.78238 -0.3802 -0.3492 -0.0038 0.1946
H 2.10795 1.08260 0.42185 -0.1041 0.3217 0.0676 0.2308
H 1.95642 1.76064 2.06720 0.0269 0.0172 -0.3387 0.2078
C -2.60036 2.76089 -0.81446 -0.3703 0.0030 -0.1261 -0.3998
H -2.46978 2.58086 -1.89065 0.0438 -0.0760 0.3699 0.2116
H -3.14062 3.70837 -0.70056 0.0768 -0.1981 0.0092 0.1871
H -3.20134 1.95455 -0.37469 0.2867 0.0866 -0.1612 0.2371
F 2.40421 1.65147 5.44595 0.1691 0.0893 0.1477 -0.3221
C 1.53630 0.95771 4.67720 -0.0045 0.4326 0.4044 0.1794
C 0.25704 1.46058 4.47451 -0.5533 -0.9069 -0.9708 0.2582
F -0.11078 2.62940 5.00767 0.0734 0.2857 0.2865 -0.3100
C -0.62974 0.75159 3.65895 0.9759 0.8361 0.3593 0.2947
F -1.82532 1.29935 3.38941 0.1199 -0.0950 0.3469 -0.3058
C -0.26098 -0.45281 3.05529 -0.7763 -1.1980 -0.5544 -0.2813
S -1.41134 -1.34574 2.11808 -0.0808 -0.4726 1.8165 -0.3899
C 1.06885 -0.89006 3.22404 0.1148 0.7236 0.1278 0.2723
F 1.52321 -1.94627 2.51187 -0.0689 0.2212 0.5277 -0.3139
C 1.94650 -0.20659 4.06119 -0.3464 -0.7337 -0.8391 0.2878
F 3.21059 -0.65382 4.21363 -0.0160 0.1738 0.1260 -0.3238
```
Positions in Å, forces in eV/Å.

Properties
- LUMO energy (alpha / beta): 0.0988 / 0.1501 Ha
- ΔE to the lowest compared entry with this formula, charge and spin: 3.496 eV
- Frontier orbital gap (alpha / beta): 0.6 / 4.0 eV
- Net charge: -2